# C3H7N3O

The molecule C3H7N3O (the ωB97M-V functional and the def2-TZVPD basis, the OMol25 dataset).

The SMILES is [H]/N=C(/N)C(=O)CN. The calculation puts the HOMO-LUMO gap at 9.40 eV. The calculation puts the HOMO energy at -8.943 eV.

```
! wB97M-V def2-TZVPD RIJCOSX def2/J DEFGRID3
* xyz 0 1
H 1.040 -2.045 0.512
N 1.768 -1.348 0.404
C 1.365 -0.189 0.075
N 2.248 0.748 -0.349
C -0.195 0.530 0.322
O -0.324 1.691 0.533
C -1.058 -0.548 -0.132
N -2.578 -0.013 -0.134
H 3.232 0.590 -0.209
H 1.944 1.703 -0.429
H -1.073 -1.377 0.575
H -0.881 -0.860 -1.161
H -2.819 0.359 0.783
H -2.669 0.759 -0.792
*
```

# CH4NOP

The molecule CH4NOP (the ωB97M-V functional and the def2-TZVPD basis, the OMol25 dataset).

The SMILES is CNP=O. The calculation puts the HOMO-LUMO gap (alpha / beta) at 7.42 / 7.37 eV. The calculation puts the HOMO energy (alpha / beta) at -8.800 / -8.757 eV.

```
! wB97M-V def2-TZVPD RIJCOSX def2/J DEFGRID3
* xyz 0 1
C -0.995 -0.011 -0.342
N 0.318 0.021 0.289
P 1.474 -1.051 -0.061
O 2.933 0.180 0.943
H -1.033 -0.422 -1.282
H -1.765 -0.677 0.292
H -1.480 1.021 -0.494
H 0.548 0.939 0.654
*
```

# C2H4N4O

A structure of composition C2H4N4O (the ωB97M-V functional and the def2-TZVPD basis, the OMol25 dataset).

The calculation puts the HOMO-LUMO gap at 9.43 eV. The calculation puts the HOMO energy at -8.845 eV.

```
! wB97M-V def2-TZVPD RIJCOSX def2/J DEFGRID3
* xyz 0 1
C 0.324 -0.367 0.021
C -1.660 -0.711 -0.069
H 2.539 0.135 -0.436
H 1.696 -1.685 -0.196
H -2.619 -1.299 -0.337
H 0.345 2.299 0.804
N 1.702 -0.630 -0.022
N -0.492 -1.228 0.247
N -1.684 0.594 -0.075
N -0.332 0.853 0.132
O 0.180 2.041 -0.070
*
```

In the order shown, the computed E values come out to -9740.880 -13923.767 -10142.745 eV.
In the order shown, the computed relative energy (zero: lowest compared OMol25 entry of this formula, charge and spin) values come out to 49.7 109.9 101.2 kcal/mol.